Density functional theory data (ωB97M-V with the def2-TZVPD basis set) for one molecule with the formula C5H8O in a non-equilibrium geometry.

The geometry in XYZ format:
```
14
Properties=species:S:1:pos:R:3:forces:R:3:lowdin_charge:R:1
C -2.98259 -0.15888 0.61248 -2.0 -1.6 0.2 0.03
C -2.03409 0.19654 0.00072 6.6 4.4 -3.5 0.01
O -0.76245 1.12178 -0.78271 -3.2 -3.8 3.1 -0.10
C 0.56893 0.56919 -0.46194 -1.2 -2.7 2.2 -0.40
C 1.00411 0.62500 1.07009 1.8 3.3 -4.8 -0.03
C 0.80740 -0.91732 -0.92035 -3.5 1.0 -0.5 -0.06
H -3.81866 -0.83051 0.66891 0.0 0.4 0.6 0.03
H 1.16736 1.23308 -1.03423 0.7 0.6 -0.5 0.12
H 2.06489 0.34640 1.01139 -0.1 0.4 0.3 0.08
H 0.88357 1.68385 1.29737 0.1 -0.2 0.9 0.08
H 0.55613 -0.03285 1.67154 -2.3 -2.3 2.2 0.02
H 1.81407 -1.11781 -0.86519 2.5 -0.4 -0.2 0.03
H 0.41521 -0.98161 -1.95174 0.5 -0.3 0.3 0.08
H 0.31611 -1.73687 -0.31634 0.1 1.3 -0.3 0.10
```
Positions in Å, forces in eV/Å.

Summary:
structure (SMILES) = C#COC(C)C
energy = -7356.5615 eV
charge = 0